(1)
The following is a DFT calculation (ωB97M-V/def2-TZVPD) of a structure of composition C52H64ClKN2O3P2 in a non-equilibrium geometry.

Electronic energy in eV: -111513.5650
Gap between HOMO and LUMO in eV: 7.76
Energy relative to the best compared isomer or geometry (same formula, charge and spin) in eV: 1.896
2S+1: 1

CARTESIAN COORDINATES (ANGSTROEM)
K: -1.261 1.234 -0.109
Cl: -8.152 3.545 2.534
C: -6.783 2.962 1.637
C: -6.996 2.257 0.447
C: -5.935 1.777 -0.265
C: -4.582 1.938 0.160
O: -3.610 1.427 -0.477
C: -4.401 2.699 1.362
C: -3.105 2.978 1.885
O: -2.015 2.679 1.413
C: -5.510 3.196 2.070
H: -8.004 2.100 0.095
H: -6.102 1.255 -1.195
H: -3.139 3.549 2.836
H: -5.340 3.772 2.968
C: 6.785 -0.016 1.802
C: 6.733 0.337 0.307
C: 7.416 1.697 0.090
C: 7.514 -0.717 -0.482
C: 5.268 0.391 -0.107
C: 4.492 1.496 0.242
C: 3.149 1.519 -0.092
N: 2.534 0.537 -0.719
C: 3.244 -0.537 -1.051
C: 4.612 -0.640 -0.778
C: 2.449 -1.599 -1.706
C: 2.958 -2.404 -2.724
C: 2.132 -3.334 -3.351
C: 0.819 -3.404 -2.894
C: 0.411 -2.582 -1.855
N: 1.193 -1.695 -1.275
C: 2.580 -4.197 -4.519
C: 1.988 -3.584 -5.798
C: 2.070 -5.638 -4.370
C: 4.104 -4.246 -4.647
H: 7.812 0.003 2.165
H: 6.378 -1.010 1.974
H: 6.206 0.695 2.387
H: 8.490 1.599 0.242
H: 7.055 2.447 0.790
H: 7.245 2.056 -0.922
H: 8.569 -0.676 -0.217
H: 7.426 -0.535 -1.550
H: 7.157 -1.720 -0.260
H: 4.914 2.332 0.775
H: 2.514 2.356 0.167
H: 5.143 -1.532 -1.066
H: 3.984 -2.270 -3.026
H: 0.103 -4.084 -3.327
H: -0.604 -2.638 -1.486
H: 0.910 -3.475 -5.708
H: 2.201 -4.223 -6.654
H: 2.414 -2.600 -5.983
H: 0.992 -5.699 -4.492
H: 2.332 -6.043 -3.394
H: 2.528 -6.263 -5.137
H: 4.511 -3.276 -4.921
H: 4.379 -4.954 -5.427
H: 4.558 -4.574 -3.715
O: -1.940 -0.283 -1.650
P: -3.331 -0.710 -1.425
C: -3.818 -0.905 0.320
C: -2.768 -0.948 1.227
C: -3.014 -0.957 2.587
C: -4.323 -0.981 3.044
C: -5.372 -0.999 2.139
C: -5.127 -0.950 0.778
C: -4.526 -0.022 -2.615
C: -4.137 1.129 -3.286
C: -4.976 1.715 -4.214
C: -6.203 1.136 -4.495
C: -6.580 -0.033 -3.852
C: -5.744 -0.618 -2.914
C: -3.432 -2.491 -1.927
C: -3.929 -3.510 -1.127
C: -3.891 -4.825 -1.559
C: -3.356 -5.132 -2.797
C: -2.853 -4.121 -3.600
C: -2.886 -2.810 -3.164
H: -1.754 -0.984 0.849
H: -2.187 -0.958 3.285
H: -4.527 -1.006 4.103
H: -6.390 -1.044 2.497
H: -5.948 -0.947 0.077
H: -3.177 1.563 -3.046
H: -4.677 2.624 -4.714
H: -6.857 1.585 -5.229
H: -7.532 -0.490 -4.081
H: -6.042 -1.533 -2.419
H: -4.339 -3.277 -0.154
H: -4.275 -5.613 -0.927
H: -3.322 -6.160 -3.129
H: -2.437 -4.366 -4.567
H: -2.466 -2.010 -3.760
C: 2.656 4.579 2.092
C: 2.592 3.427 3.100
C: 2.954 3.982 4.475
P: 0.976 2.473 2.826
C: -0.313 3.191 3.988
C: -0.596 4.628 3.563
C: -0.175 3.091 5.504
C: 1.281 0.793 3.643
C: 2.305 0.710 4.771
C: 1.645 -0.215 2.553
H: 3.663 4.996 2.058
H: 1.976 5.375 2.388
H: 2.377 4.265 1.087
H: 3.345 2.683 2.811
H: 2.272 4.776 4.769
H: 3.956 4.413 4.420
H: 2.961 3.224 5.249
H: -1.174 2.576 3.708
H: 0.224 5.285 3.845
H: -1.499 5.001 4.045
H: -0.736 4.682 2.485
H: 0.638 3.697 5.890
H: -0.039 2.066 5.835
H: -1.099 3.451 5.956
H: 0.294 0.514 4.035
H: 3.292 1.007 4.427
H: 2.374 -0.317 5.130
H: 2.032 1.332 5.616
H: 2.646 -0.027 2.168
H: 0.953 -0.161 1.713
H: 1.624 -1.230 2.950

Results of the Löwdin charge analysis, in e, for atoms 1 through 99: 0.84, 0.64, -0.68, -0.09, -0.01, -0.34, -0.24, -0.11, -0.21, -0.19, -0.07, 0.11, 0.09, 0.12, 0.11, -0.04, -0.55, -0.05, -0.06, -0.16, -0.01, -0.14, 0.13, -0.21, 0.05, -0.21, 0.04, -0.16, 0.00, -0.11, 0.13, -0.56, -0.04, -0.05, -0.06, 0.09, 0.09, 0.08, 0.08, 0.07, 0.09, 0.08, 0.09, 0.08, 0.10, 0.08, 0.11, 0.10, 0.10, 0.09, 0.08, 0.09, 0.09, 0.07, 0.09, 0.08, 0.08, 0.08, 0.09, -0.46, 0.77, -0.28, -0.11, -0.06, -0.07, -0.06, -0.09, -0.27, -0.07, -0.07, -0.08, -0.08, -0.09, -0.26, -0.07, -0.08, -0.09, -0.09, -0.09, 0.08, 0.10, 0.10, 0.11, 0.11, 0.11, 0.11, 0.10, 0.10, 0.11, 0.10, 0.10, 0.10, 0.10, 0.12, -0.14, -0.54, -0.11, 1.11, -0.56


(2)
The following is a DFT calculation (ωB97M-V/def2-TZVPD) of a cluster of 23 separate species, C50H155N37O23 in total in a non-equilibrium geometry.

Electronic energy in eV: -156589.3840
Gap between HOMO and LUMO in eV: 7.85
2S+1: 1

CARTESIAN COORDINATES (ANGSTROEM)
C: 4.589 -1.161 5.930
C: 3.408 -1.874 5.429
C: 2.568 -1.140 4.468
O: 1.315 -1.843 4.146
C: 0.409 -1.104 3.277
N: 4.030 -3.034 4.827
H: 4.324 -0.349 6.607
H: 5.108 -0.555 5.186
H: 5.155 -1.815 6.594
H: 2.810 -2.229 6.268
H: 3.099 -0.782 3.586
H: 2.345 -0.168 4.908
H: 1.081 -0.642 2.553
H: -0.133 -0.410 3.919
H: -0.190 -1.847 2.749
H: 4.221 -3.691 5.570
H: 3.227 -3.388 4.327
C: 1.668 -3.329 -6.910
C: 0.780 -4.320 -6.100
C: 0.720 -5.686 -6.821
O: -0.019 -5.580 -8.012
C: -0.338 -6.782 -8.619
N: 1.338 -4.456 -4.778
H: 2.741 -3.458 -7.054
H: 1.552 -2.274 -6.661
H: 1.382 -3.288 -7.961
H: -0.233 -3.917 -6.089
H: 0.072 -6.288 -6.183
H: 1.713 -6.121 -6.936
H: -1.206 -7.234 -8.141
H: 0.479 -7.496 -8.724
H: -0.602 -6.441 -9.620
H: 0.543 -4.511 -4.158
H: 1.695 -3.549 -4.516
C: -2.443 2.559 8.615
C: -1.498 3.093 7.503
C: -0.077 3.434 8.005
O: -0.209 4.448 9.002
C: 0.866 4.473 9.880
N: -1.660 2.090 6.465
H: -2.507 3.356 9.356
H: -2.436 1.561 9.054
H: -3.451 2.688 8.221
H: -2.110 3.905 7.108
H: 0.578 3.827 7.228
H: 0.333 2.515 8.424
H: 1.710 4.765 9.255
H: 0.885 3.535 10.436
H: 0.851 5.318 10.569
H: -1.365 2.487 5.584
H: -1.072 1.290 6.652
C: 1.439 -5.241 2.236
C: 0.996 -6.301 3.280
C: 1.946 -7.563 3.197
O: 1.669 -8.402 2.059
C: 2.353 -9.637 2.198
N: 1.087 -5.597 4.558
H: 1.016 -4.249 2.399
H: 1.444 -5.428 1.162
H: 2.479 -5.037 2.488
H: -0.026 -6.590 3.035
H: 1.829 -8.123 4.125
H: 2.959 -7.175 3.094
H: 3.421 -9.422 2.217
H: 2.159 -10.308 1.361
H: 2.051 -10.367 2.949
H: 0.879 -6.245 5.304
H: 0.360 -4.896 4.588
C: 5.444 2.919 -3.451
C: 4.982 4.289 -3.048
C: 4.873 5.281 -4.245
O: 6.092 5.750 -4.812
C: 5.906 6.998 -5.490
N: 3.742 4.136 -2.366
H: 5.936 2.446 -2.602
H: 6.304 3.029 -4.111
H: 4.814 2.242 -4.029
H: 5.588 4.711 -2.247
H: 4.435 6.149 -3.752
H: 4.207 4.882 -5.010
H: 4.964 6.963 -6.037
H: 6.823 7.253 -6.023
H: 5.725 7.770 -4.742
H: 3.062 4.206 -3.109
H: 3.641 5.036 -1.919
C: 0.292 -2.796 7.410
C: -1.209 -2.815 7.396
C: -1.731 -4.001 6.544
O: -1.289 -3.828 5.121
C: -2.030 -2.772 4.515
N: -1.695 -2.888 8.740
H: 0.764 -2.696 6.432
H: 0.521 -3.722 7.939
H: 0.702 -1.954 7.968
H: -1.528 -1.871 6.955
H: -2.815 -4.058 6.643
H: -1.309 -4.882 7.030
H: -1.604 -1.810 4.799
H: -3.109 -2.775 4.669
H: -1.808 -2.716 3.449
H: -1.421 -2.165 9.390
H: -2.704 -2.922 8.766
C: 1.532 6.941 -6.276
C: 0.599 6.344 -5.137
C: 0.614 4.765 -5.062
O: 1.844 4.169 -4.559
C: 1.768 2.743 -4.383
N: 0.970 7.064 -3.915
H: 1.240 6.513 -7.235
H: 2.581 6.680 -6.140
H: 1.457 8.028 -6.225
H: -0.383 6.639 -5.507
H: 0.562 4.478 -6.112
H: -0.188 4.362 -4.444
H: 2.742 2.363 -4.076
H: 1.500 2.170 -5.271
H: 1.108 2.442 -3.570
H: 1.972 6.972 -3.833
H: 0.440 6.751 -3.114
C: -4.051 2.216 -7.371
C: -3.590 2.692 -5.983
C: -2.886 1.584 -5.240
O: -3.015 1.963 -3.851
C: -2.422 1.050 -2.954
N: -2.620 3.786 -6.131
H: -4.217 3.018 -8.090
H: -4.862 1.502 -7.225
H: -3.190 1.663 -7.744
H: -4.488 3.081 -5.503
H: -1.824 1.426 -5.427
H: -3.370 0.641 -5.496
H: -2.634 1.409 -1.946
H: -1.341 1.005 -3.081
H: -2.918 0.092 -3.112
H: -1.886 3.154 -6.418
H: -2.315 4.025 -5.198
C: 2.905 -2.223 1.277
C: 4.333 -2.790 1.227
C: 4.949 -3.183 -0.182
O: 4.219 -3.990 -0.990
C: 4.150 -5.412 -0.759
N: 5.164 -1.848 1.893
H: 2.253 -2.739 1.981
H: 2.328 -2.468 0.385
H: 2.806 -1.139 1.340
H: 4.388 -3.661 1.880
H: 5.839 -3.689 0.193
H: 5.262 -2.349 -0.811
H: 3.572 -5.717 -1.631
H: 3.885 -5.814 0.219
H: 5.057 -5.927 -1.076
H: 4.892 -1.867 2.865
H: 4.811 -0.992 1.489
C: -4.960 4.739 2.051
O: -5.416 5.702 1.507
N: -5.674 3.899 2.743
N: -3.762 4.684 2.265
H: -6.681 3.947 2.799
H: -5.151 3.076 3.007
H: -3.327 3.959 2.817
H: -3.251 5.516 2.007
C: 3.993 1.755 0.295
O: 4.144 0.838 1.127
N: 3.910 2.951 0.690
N: 3.874 1.663 -1.005
H: 3.737 2.986 1.684
H: 3.927 3.779 0.112
H: 3.726 2.473 -1.590
H: 3.971 0.770 -1.467
C: -0.470 4.595 -0.169
O: 0.438 3.987 0.363
N: -1.706 4.071 -0.217
N: -0.383 5.600 -0.862
H: -1.743 3.228 0.338
H: -2.530 4.611 -0.442
H: -1.186 6.043 -1.287
H: 0.567 5.938 -0.905
C: -6.393 2.210 -1.987
O: -6.526 1.825 -3.128
N: -5.236 2.427 -1.461
N: -7.379 2.440 -1.200
H: -4.558 2.494 -2.206
H: -5.040 2.711 -0.512
H: -7.154 2.755 -0.267
H: -8.326 2.464 -1.550
C: -0.904 -0.990 -5.268
O: 0.038 -0.361 -5.629
N: -1.817 -1.642 -6.013
N: -0.927 -1.550 -4.126
H: -2.245 -2.484 -5.656
H: -1.871 -1.545 -7.017
H: -1.791 -1.914 -3.749
H: -0.054 -1.354 -3.658
C: -0.439 0.380 0.191
O: -1.281 0.708 0.972
N: -0.521 -0.816 -0.339
N: 0.579 0.991 -0.267
H: -1.402 -1.295 -0.219
H: 0.199 -1.149 -0.966
H: 0.644 1.997 -0.217
H: 1.303 0.592 -0.847
C: -4.638 -3.714 -3.962
O: -3.901 -2.768 -4.095
N: -5.846 -3.719 -4.419
N: -4.370 -4.730 -3.196
H: -6.500 -4.484 -4.341
H: -6.044 -3.002 -5.102
H: -3.568 -4.878 -2.600
H: -5.076 -5.448 -3.272
C: -4.456 -2.795 1.884
O: -4.143 -3.933 1.464
N: -5.287 -2.411 2.823
N: -4.078 -1.727 1.268
H: -5.533 -1.435 2.748
H: -5.601 -3.073 3.519
H: -3.436 -1.905 0.509
H: -4.311 -0.799 1.592
C: -3.842 0.850 3.725
O: -4.588 0.548 2.781
N: -4.197 1.568 4.765
N: -2.551 0.842 3.733
H: -5.173 1.646 5.013
H: -3.529 2.005 5.384
H: -2.054 1.219 4.527
H: -2.117 0.672 2.837
C: 0.256 3.057 3.885
O: -0.926 3.277 3.840
N: 0.856 2.048 3.370
N: 1.226 3.808 4.394
H: 1.858 2.141 3.280
H: 0.281 1.567 2.693
H: 0.917 4.497 5.064
H: 2.155 3.473 4.182
C: 3.145 6.547 -0.169
O: 2.800 6.712 -1.373
N: 2.680 5.726 0.636
N: 4.000 7.309 0.400
H: 2.959 5.869 1.596
H: 2.196 4.884 0.359
H: 4.671 7.794 -0.179
H: 3.862 7.469 1.388
C: -6.152 -1.605 -1.706
O: -7.268 -1.152 -1.822
N: -5.131 -1.064 -2.306
N: -5.823 -2.667 -1.010
H: -5.478 -0.204 -2.706
H: -4.254 -1.555 -2.407
H: -4.900 -2.923 -1.328
H: -6.528 -3.270 -0.609
C: -1.774 -3.883 -0.945
O: -2.449 -2.861 -0.929
N: -0.563 -4.032 -1.198
N: -2.246 -5.016 -0.436
H: -0.215 -4.979 -1.160
H: 0.017 -3.213 -1.316
H: -1.675 -5.841 -0.549
H: -2.950 -4.887 0.277
C: 2.842 -1.415 -2.960
O: 1.848 -1.644 -2.270
N: 4.042 -1.894 -2.861
N: 2.785 -0.657 -4.063
H: 4.847 -1.484 -3.314
H: 4.125 -2.674 -2.225
H: 2.021 -0.054 -4.331
H: 3.614 -0.750 -4.633

Results of the Löwdin charge analysis, in e, for atoms 1 through 99: -0.08, -0.48, -0.18, -0.21, -0.08, 0.07, 0.07, 0.09, 0.09, 0.12, 0.11, 0.12, 0.06, 0.07, 0.08, 0.08, 0.05, -0.05, -0.41, -0.20, -0.20, -0.13, 0.06, 0.07, 0.05, 0.07, 0.12, 0.12, 0.13, 0.09, 0.09, 0.09, 0.06, 0.04, -0.06, -0.39, -0.17, -0.20, -0.12, 0.02, 0.07, 0.08, 0.07, 0.14, 0.10, 0.12, 0.09, 0.10, 0.09, 0.02, 0.09, -0.06, -0.39, -0.17, -0.18, -0.13, 0.05, 0.05, 0.07, 0.06, 0.13, 0.12, 0.12, 0.09, 0.08, 0.08, 0.07, 0.04, -0.07, -0.41, -0.18, -0.19, -0.09, 0.04, 0.08, 0.08, 0.07, 0.15, 0.11, 0.12, 0.07, 0.09, 0.08, 0.05, 0.04, -0.06, -0.49, -0.11, -0.20, -0.11, 0.03, 0.05, 0.09, 0.08, 0.12, 0.11, 0.12, 0.05, 0.09


(3)
The following is a DFT calculation (ωB97M-V/def2-TZVPD) of a cluster of 2 separate species, C2H6O2P in total in a non-equilibrium geometry.

Electronic energy in eV: -15542.0565
Gap between HOMO and LUMO (alpha / beta) in eV: 6.47 / 6.41
Energy relative to the best compared isomer or geometry (same formula, charge and spin) in eV: 5.110
2S+1: 1
Charge: +1

CARTESIAN COORDINATES (ANGSTROEM)
C: -2.783 0.841 -0.021
C: 1.983 0.017 -0.105
O: -2.250 -0.297 -0.175
O: 1.983 -1.262 0.415
P: -1.682 -1.667 -0.335
H: 2.757 -1.514 0.784
H: -3.768 1.078 -0.433
H: -2.030 1.492 0.666
H: 1.872 1.015 0.541
H: 2.888 0.221 -0.642
H: 1.029 0.077 -0.694

In the Löwdin picture, each atom carries the following charge in e: 0.08, -0.20, -0.58, -0.08, 1.19, 0.03, 0.13, 0.19, 0.11, 0.07, 0.06